Entry 1:
The following is a quantum chemistry calculation of a cluster of 7 separate species, C26H52FO22P in total in a non-equilibrium geometry, from the Open Molecules 2025 dataset.

For the relative energy (zero: lowest compared OMol25 entry of this formula, charge and spin), the calculation gives 0.878 eV. The total energy comes out at -3118.302049 hartree. As for the SMILES: C=CO[P@@](=O)(O)OF.CCOC(=O)OC.CCOC(=O)OC.CCOC(=O)OC.CCOC(=O)OC.CCOC(=O)OC.CCOC(=O)OC. The calculation puts the frontier orbital gap at 8.00 eV.

Structure (XYZ):
```
102
Properties=species:S:1:pos:R:3:mulliken_charge:R:1
C -0.15193 -11.29654 3.60992 -0.897
C 0.15515 -11.45797 2.30561 0.109
O 1.10057 -10.73136 1.61707 -0.090
P 1.24046 -11.22518 0.08021 0.916
O 1.80701 -12.53495 -0.01653 -0.644
O -0.15038 -11.07649 -0.64585 -0.385
O 2.17145 -10.19189 -0.78077 -0.110
F 2.97148 -9.48138 0.11888 -0.117
H 0.16163 -12.09809 4.25639 0.248
H -0.71612 -10.49095 4.03863 0.330
H -0.35425 -12.22107 1.73348 0.263
H -0.80069 -11.68054 -0.26752 0.349
C 0.13095 -6.00143 8.71530 -1.101
C 0.76162 -7.22049 8.07569 -0.190
O 0.00085 -7.68922 6.95364 -0.363
C 0.12471 -6.97231 5.83847 0.760
O 0.81156 -5.99830 5.69253 -0.554
O -0.66046 -7.51678 4.91090 -0.309
C -0.71236 -6.80775 3.67602 -0.717
H -0.90706 -6.20563 8.98092 0.293
H 0.67730 -5.71736 9.61438 0.359
H 0.13139 -5.15411 8.03183 0.312
H 0.77457 -8.04286 8.78801 0.290
H 1.79209 -7.02894 7.77822 0.314
H 0.28198 -6.64487 3.26795 0.348
H -1.22474 -5.85694 3.81418 0.342
H -1.28194 -7.41669 2.97988 0.219
C 2.00151 -3.11078 -0.50208 -1.151
C 0.54037 -3.27382 -0.86190 0.039
O 0.32484 -4.42571 -1.69178 -0.426
C 0.36022 -5.59662 -1.06526 0.735
O 0.54212 -5.77641 0.10841 -0.558
O 0.18499 -6.56253 -1.96380 -0.384
C 0.27479 -7.88321 -1.41507 -0.614
H 2.61417 -3.09071 -1.40409 0.317
H 2.15484 -2.18569 0.05307 0.355
H 2.35153 -3.94129 0.10914 0.312
H 0.21693 -2.41419 -1.44509 0.318
H -0.08808 -3.32225 0.02750 0.147
H -0.42476 -8.02427 -0.59322 0.294
H 1.28991 -8.07382 -1.08967 0.332
H 0.02342 -8.57544 -2.21309 0.293
C 1.59390 3.96763 0.25835 -1.084
C 1.37319 3.11025 -0.97013 -0.129
O 1.07071 1.75309 -0.61315 -0.341
C -0.16108 1.54306 -0.16108 0.707
O -1.02627 2.36677 -0.03252 -0.568
O -0.26839 0.25107 0.15158 -0.236
C -1.52076 -0.09920 0.74803 -0.651
H 2.35942 3.52878 0.89837 0.244
H 1.90639 4.97204 -0.02551 0.377
H 0.68507 4.04804 0.85319 0.340
H 2.29006 3.07712 -1.55477 0.326
H 0.59337 3.52107 -1.61163 0.247
H -2.35608 0.21603 0.12768 0.337
H -1.59780 0.34294 1.73972 0.311
H -1.54262 -1.18125 0.84034 0.143
C -0.33152 7.14453 -6.71332 -1.119
C -1.25908 5.95126 -6.61790 -0.138
O -1.11997 5.26474 -5.36572 -0.376
C -1.68820 5.85769 -4.31990 0.737
O -2.30444 6.89081 -4.33741 -0.548
O -1.44565 5.11795 -3.24225 -0.253
C -1.92799 5.68208 -2.01817 -0.536
H 0.69894 6.84089 -6.52505 0.313
H -0.39242 7.59605 -7.70320 0.370
H -0.58733 7.90234 -5.97463 0.291
H -1.00020 5.22351 -7.38392 0.296
H -2.29842 6.23748 -6.77689 0.281
H -2.98767 5.91912 -2.08007 0.287
H -1.35453 6.57393 -1.76805 0.333
H -1.77963 4.93990 -1.23792 0.066
C 8.37055 6.23463 1.28519 -1.088
C 8.12710 5.36090 0.07266 -0.174
O 7.82654 4.00710 0.44089 -0.367
C 6.59817 3.79809 0.90469 0.789
O 5.73494 4.62581 1.02779 -0.559
O 6.49437 2.50943 1.22810 -0.349
C 5.24868 2.16329 1.83344 -0.378
H 9.14616 5.80024 1.91702 0.291
H 8.68132 7.23314 0.97881 0.351
H 7.47084 6.32654 1.89110 0.313
H 9.03176 5.30904 -0.52943 0.292
H 7.33611 5.76369 -0.55922 0.303
H 4.41201 2.47111 1.21125 0.009
H 5.17488 2.61968 2.81941 0.302
H 5.22711 1.08362 1.94569 0.251
C -8.92019 7.76816 -1.32009 -1.089
C -9.09262 8.03804 -2.80024 -0.183
O -8.01402 8.81916 -3.33014 -0.386
C -6.87201 8.16030 -3.52775 0.767
O -6.68438 6.99128 -3.31711 -0.567
O -5.97352 9.02237 -3.99088 -0.350
C -4.66261 8.46649 -4.16930 -0.587
H -8.78657 8.70415 -0.77627 0.292
H -9.79246 7.24916 -0.92300 0.352
H -8.04103 7.15423 -1.13235 0.311
H -9.99243 8.62806 -2.96265 0.289
H -9.20127 7.11296 -3.36576 0.306
H -4.69046 7.58065 -4.79393 0.318
H -4.22221 8.23242 -3.20439 0.273
H -4.05740 9.22337 -4.65814 0.257
```


Entry 2:
The following is a quantum chemistry calculation of a cluster of 4 separate species, C25H59N3O4S in total, from the Open Molecules 2025 dataset.

The total energy comes out at -1851.294039 hartree. As for the SMILES: C[C@@H](O)C[C@H]1CCCS(=O)(=O)O1.CCN(CC)CC.CCN(CC)CC.CCN(CC)CC. The calculation puts the frontier orbital gap at 8.38 eV.

Structure (XYZ):
```
92
Properties=species:S:1:pos:R:3:mulliken_charge:R:1
C 9.28639 -0.04531 -0.61290 -1.553
C 8.03095 0.69776 -0.19268 0.546
O 8.35909 2.09024 -0.16576 -0.595
C 6.84300 0.42003 -1.13440 -1.111
C 5.53701 0.03474 -0.44770 0.378
C 4.37061 0.96429 -0.71158 -0.876
C 3.10998 0.56355 0.08041 0.146
C 3.17045 -0.81521 0.77218 -0.991
S 4.16764 -2.08363 0.00283 1.299
O 4.96741 -2.69435 1.02048 -0.697
O 3.33158 -2.89215 -0.82777 -0.591
O 5.10637 -1.26009 -0.96849 -0.536
H 9.41393 -0.03109 -1.69627 0.365
H 10.15875 0.40669 -0.14513 0.389
H 9.22611 -1.08792 -0.29709 0.353
H 7.76259 0.38656 0.82430 0.285
H 7.69665 2.56216 0.36322 0.306
H 7.10380 -0.38614 -1.82124 0.393
H 6.69134 1.31254 -1.74497 0.384
H 5.71048 -0.08779 0.62746 0.368
H 4.15920 0.89471 -1.78131 0.260
H 4.65138 2.00138 -0.51783 0.375
H 2.24237 0.59648 -0.57806 -0.351
H 2.92253 1.28925 0.87245 0.631
H 2.17557 -1.25143 0.84481 0.310
H 3.57016 -0.71297 1.77967 0.537
C 2.17601 -1.13411 -3.53774 -0.742
C 0.85688 -1.78426 -3.92300 -0.190
N 0.49509 -1.56101 -5.31220 0.117
C -0.88884 -1.88325 -5.61066 -0.673
C -1.34112 -3.33992 -5.45764 -1.009
C 1.48241 -1.98818 -6.29142 -0.697
C 1.94626 -3.44872 -6.24893 -0.948
H 2.17459 -0.07657 -3.81309 0.314
H 2.32464 -1.22462 -2.46224 -0.208
H 3.03079 -1.61501 -4.01428 0.392
H 0.05600 -1.35158 -3.31610 0.039
H 0.90102 -2.85116 -3.65319 0.173
H -1.09533 -1.54849 -6.63105 0.399
H -1.50910 -1.26075 -4.95706 0.354
H -0.93305 -3.98090 -6.23813 0.246
H -2.42955 -3.39497 -5.52450 0.407
H -1.04945 -3.75296 -4.49096 0.266
H 2.36215 -1.34879 -6.18208 0.360
H 1.07580 -1.76144 -7.28038 0.410
H 2.23078 -3.75056 -5.23972 0.247
H 2.82458 -3.57194 -6.88546 0.380
H 1.18294 -4.13920 -6.60459 0.249
C -0.51603 1.27404 2.07705 -1.324
C -1.79899 0.63867 1.56175 0.111
N -1.96504 0.77666 0.12672 0.098
C -3.31107 0.47992 -0.33353 -0.664
C -3.83743 -0.94668 -0.14430 -1.030
C -0.87673 0.24962 -0.67862 -0.811
C -0.48170 -1.21780 -0.47778 -0.552
H -0.43544 2.30687 1.73427 0.356
H -0.51223 1.26940 3.16784 0.508
H 0.37206 0.73230 1.74485 0.004
H -2.65066 1.13916 2.02915 0.094
H -1.83753 -0.40904 1.90086 0.237
H -3.36548 0.74704 -1.39238 0.381
H -3.98523 1.16779 0.18710 0.433
H -3.35510 -1.65580 -0.81639 0.303
H -4.90835 -0.97240 -0.35495 0.400
H -3.69667 -1.29640 0.87961 0.231
H 0.00530 0.86916 -0.49098 0.240
H -1.13126 0.41969 -1.72816 0.422
H -0.36123 -1.46477 0.57912 0.400
H 0.47630 -1.40566 -0.96970 -0.009
H -1.20355 -1.91185 -0.90581 0.257
C -5.32332 0.42769 3.47368 -1.083
C -6.21453 1.10865 4.49983 -0.463
N -5.45980 1.67873 5.60206 0.114
C -6.27987 2.05429 6.74048 -0.705
C -7.31278 3.17009 6.54793 -0.984
C -4.41109 2.61412 5.22696 -0.656
C -4.80267 3.82466 4.37164 -1.018
H -4.65765 -0.28968 3.95654 0.343
H -5.93075 -0.10483 2.74041 0.444
H -4.71324 1.14888 2.92878 -0.032
H -6.89769 0.36999 4.92809 0.500
H -6.84739 1.84808 3.98302 0.265
H -5.60696 2.32578 7.55842 0.360
H -6.80427 1.15118 7.06794 0.422
H -6.84605 4.14941 6.44857 0.216
H -7.97536 3.20970 7.41459 0.401
H -7.93367 2.99757 5.66774 0.278
H -3.63722 2.05625 4.69221 0.323
H -3.93842 2.95662 6.15088 0.362
H -5.39913 3.52958 3.50662 0.235
H -3.90193 4.31317 3.99473 0.392
H -5.36900 4.56622 4.93291 0.295
```


Entry 3:
The following is a quantum chemistry calculation of a cluster of 11 separate species, C40H74O22 in total in a non-equilibrium geometry, from the Open Molecules 2025 dataset.

The total energy comes out at -3223.631602 hartree. As for the SMILES: COC(=O)OC.COC(=O)OC.COC(=O)OC.COC(=O)OC.O=C1CCCO1.O=C1CCCO1.O=C1CCCO1.C1CCOC1.C1CCOC1.C1CCOC1.C1CCOC1. The calculation puts the frontier orbital gap at 9.57 eV.

Structure (XYZ):
```
136
Properties=species:S:1:pos:R:3:mulliken_charge:R:1
C 9.16981 5.52758 -0.98320 -0.582
O 10.00043 6.26069 -1.90046 -0.301
C 11.25179 6.67312 -1.66012 0.812
O 11.79840 6.66514 -0.53216 -0.603
O 11.74487 7.29721 -2.73165 -0.308
C 12.82263 8.21362 -2.61321 -0.598
H 8.32957 5.14619 -1.56341 0.206
H 8.93623 6.23475 -0.18731 0.281
H 9.71582 4.72156 -0.49299 0.301
H 13.44075 8.04588 -3.49519 0.212
H 13.38587 7.90090 -1.73396 0.335
H 12.43401 9.22827 -2.52640 0.244
C -4.20371 6.43821 3.86427 -0.672
O -4.40476 5.66193 2.69162 -0.263
C -5.17302 6.18714 1.67381 0.738
O -5.70346 7.33228 1.62162 -0.582
O -5.29928 5.20731 0.78592 -0.268
C -5.83163 5.44962 -0.53864 -0.638
H -3.91556 5.79318 4.69433 0.241
H -5.08849 6.97393 4.20818 0.313
H -3.43998 7.20265 3.72128 0.290
H -6.09307 4.49249 -0.98991 0.231
H -5.11413 6.04113 -1.10733 0.293
H -6.71800 6.08401 -0.54014 0.316
C -9.56359 -11.13108 0.46658 -0.581
O -9.43513 -10.01655 1.38201 -0.316
C -9.26366 -10.23463 2.73042 0.746
O -9.11281 -11.29236 3.26068 -0.517
O -9.22648 -9.10675 3.49282 -0.314
C -8.90192 -7.79604 2.96633 -0.652
H -10.29719 -11.79738 0.92046 0.293
H -8.61675 -11.63264 0.26651 0.265
H -9.91247 -10.71815 -0.47992 0.220
H -7.83837 -7.58224 2.86025 0.284
H -9.25833 -7.05681 3.68369 0.280
H -9.42527 -7.46620 2.06888 0.292
C 7.70658 4.34641 8.77846 -0.617
O 6.42657 4.58935 8.16138 -0.317
C 6.34935 4.69321 6.81483 0.799
O 7.34057 4.62379 6.10748 -0.558
O 5.06754 4.72594 6.53507 -0.286
C 4.69013 4.84669 5.19040 -0.619
H 8.43608 5.08489 8.44594 0.298
H 8.03934 3.32706 8.58276 0.283
H 7.54040 4.49914 9.84484 0.217
H 5.05640 3.95237 4.68627 0.294
H 5.24837 5.67251 4.74937 0.295
H 3.60112 4.80609 5.16788 0.212
C 3.70382 -2.79731 -7.74988 -0.639
C 4.07329 -1.36363 -7.35779 -0.603
C 5.40419 -1.60953 -6.66091 -0.355
O 5.21147 -2.88056 -6.01853 -0.400
C 4.05732 -3.58232 -6.44420 -0.388
H 4.35633 -3.16919 -8.53983 0.283
H 2.65796 -3.00565 -7.97545 0.345
H 3.36606 -0.98893 -6.61784 0.263
H 4.17757 -0.60754 -8.13597 0.331
H 5.58104 -0.84812 -5.90127 0.277
H 6.07538 -1.75459 -7.50743 0.298
H 3.30377 -3.39858 -5.67836 0.304
H 4.16999 -4.62093 -6.75512 0.286
C 6.42472 -3.91257 2.56005 -0.514
C 5.81496 -3.48019 3.90390 -0.483
C 6.18036 -1.99900 3.92561 -0.458
O 6.07913 -1.58254 2.54596 -0.429
C 6.29574 -2.71819 1.63869 -0.373
H 5.91197 -4.79622 2.18013 0.310
H 7.47440 -4.20492 2.58823 0.272
H 6.24865 -4.11882 4.67341 0.306
H 4.73311 -3.60774 3.94179 0.275
H 7.21075 -1.88318 4.26176 0.246
H 5.67528 -1.45210 4.72179 0.355
H 7.13151 -2.47413 0.98292 0.270
H 5.46453 -2.86748 0.94956 0.221
C 0.34539 8.82847 -3.21583 -0.573
C 0.21499 9.73877 -1.98502 -0.381
C 1.23043 9.15891 -0.98747 -0.401
O 1.83939 8.02203 -1.65001 -0.430
C 1.67773 8.03233 -3.03123 -0.345
H 0.24270 9.33952 -4.17311 0.349
H -0.47683 8.12318 -3.33680 0.238
H -0.78883 9.77433 -1.56172 0.283
H 0.55840 10.74455 -2.22703 0.242
H 0.81778 8.93418 -0.00395 0.256
H 2.06412 9.80297 -0.70775 0.246
H 1.59779 7.01474 -3.41363 0.258
H 2.58687 8.49774 -3.41198 0.257
C -2.01474 -7.55289 -2.94532 -0.415
C -3.41719 -7.90974 -2.44016 -0.511
C -3.16005 -8.61692 -1.11297 -0.362
O -1.75158 -8.80612 -1.09120 -0.414
C -1.20407 -8.69251 -2.36542 -0.430
H -1.61785 -6.61142 -2.56558 0.225
H -2.07114 -7.44790 -4.02878 0.310
H -3.99454 -8.58465 -3.07203 0.276
H -4.07544 -7.06003 -2.25908 0.293
H -3.63485 -9.58655 -0.96301 0.262
H -3.33214 -7.95047 -0.26779 0.223
H -1.15625 -9.60670 -2.95707 0.267
H -0.15386 -8.43419 -2.22967 0.277
O -8.47609 -0.11237 8.26393 -0.592
C -7.25317 -0.06197 8.12908 0.488
O -6.45695 -1.07134 8.54828 -0.342
C -5.06168 -0.83113 8.28835 -0.337
C -5.06629 0.68569 8.21463 -0.536
C -6.42419 1.12512 7.70092 -0.325
H -4.80387 -1.30825 7.34283 0.261
H -4.41465 -1.14952 9.10570 0.284
H -4.31217 1.08230 7.53485 0.315
H -4.90339 1.08258 9.21666 0.274
H -6.47092 1.13889 6.61201 0.236
H -6.80427 2.06393 8.10376 0.274
O -6.80517 -5.60020 -8.74561 -0.614
C -6.41788 -4.50104 -8.36453 0.500
O -5.20213 -4.04371 -8.44172 -0.335
C -5.11458 -2.63474 -8.08747 -0.356
C -6.57388 -2.24441 -8.06723 -0.524
C -7.28254 -3.50143 -7.71260 -0.312
H -4.52241 -2.09098 -8.82351 0.289
H -4.75017 -2.47236 -7.07310 0.277
H -6.91975 -1.89918 -9.04155 0.276
H -6.71843 -1.45820 -7.32624 0.299
H -8.33232 -3.58979 -7.99233 0.287
H -7.09662 -3.76067 -6.67032 0.212
O -1.08463 1.05185 -2.13283 -0.581
C -0.91475 0.55140 -1.05181 0.495
O -1.47112 -0.65083 -0.69495 -0.347
C -1.02048 -1.08520 0.58753 -0.370
C -0.59302 0.23942 1.25502 -0.504
C -0.03094 1.05909 0.10041 -0.360
H -0.20509 -1.79250 0.43602 0.270
H -1.81751 -1.53052 1.18294 0.289
H 0.15540 0.13088 2.03999 0.327
H -1.46698 0.70343 1.71217 0.251
H 0.98851 0.79269 -0.17864 0.246
H -0.16101 2.14001 0.15340 0.284
```